C14H17HgN3S | wB97M-V/def2-TZVPD

The geometry in XYZ format:
```
36
Properties=species:S:1:pos:R:3:forces:R:3
C 1.66345 -2.48389 0.31533 -0.7101 0.2955 -3.0537
C 0.78908 -0.77402 2.65594 1.0068 -0.9661 0.7556
H 0.98628 -3.32221 0.14134 0.7314 -0.3775 -0.2855
H 2.48304 -2.66387 0.93396 0.8907 -0.4227 1.7572
H 2.25523 -2.11175 -0.53426 -0.5017 -0.5552 -0.7345
H -0.09898 -0.36034 3.11331 -0.3775 -0.5875 0.5031
H 0.18785 -1.97297 3.23997 -3.7146 0.0451 5.3143
H 1.72542 -0.47760 3.09561 0.1985 -0.0299 0.1572
C 0.28506 -1.28224 -2.48810 -1.0837 1.1638 0.0818
C -0.13890 -1.11559 -3.79671 -0.0203 0.2753 0.2719
C -0.98813 -0.03785 -4.08789 0.0695 -0.0967 -0.0133
C -1.40276 0.85874 -3.11535 0.0491 0.2512 0.6409
H 0.93714 -2.08853 -2.12766 -0.3636 0.4326 -0.1232
H 0.19116 -1.82713 -4.53528 -0.0914 0.0841 -0.3274
H -1.34202 0.11420 -5.08911 -0.0575 -0.0686 -0.3784
H -2.06961 1.69992 -3.27250 0.0882 -0.2597 -0.6623
N -0.17468 -0.41039 -1.57511 -0.5547 0.8241 -0.0556
C -0.96085 0.66885 -1.80994 0.6759 -1.7121 -0.5180
C -1.35762 1.54018 -0.65757 -0.0769 0.0843 1.7630
N -0.98029 1.18528 0.59462 -0.1020 -0.4839 -0.5992
C -1.20924 1.86698 1.72841 -0.5713 0.1363 -1.7816
C -2.46013 3.38954 0.36943 -0.0190 -0.0180 0.0136
C -1.99937 3.00281 1.63609 0.3216 -0.2561 -0.1707
H -0.78390 1.46327 2.65721 -0.2682 0.2755 -0.5036
H -2.23144 3.53643 2.54079 -0.1982 0.3421 -0.0079
C -2.14510 2.68062 -0.78015 0.4242 -0.4275 -0.1793
H -2.46576 2.92765 -1.78568 -0.2428 0.5519 0.3677
H -3.07650 4.26150 0.26275 -0.1957 0.2980 0.1215
Hg 0.34907 -0.65706 0.58823 1.5512 -1.0092 -0.9467
C 2.20990 0.47582 0.60724 0.8031 1.1934 -0.4104
H 2.05675 1.24686 1.38374 0.5421 -0.1143 -0.4948
H 2.25792 0.89272 -0.41800 0.4390 0.0509 0.6107
H 3.01919 -0.23725 0.82941 -0.2510 0.5544 -0.0883
S 2.19318 -4.33899 3.91370 0.1563 0.5889 -1.0065
C 1.61805 -3.25804 2.92140 -3.8134 2.5421 -0.0609
N 0.67749 -2.39164 2.54483 5.2662 -2.6045 0.0437
```
Forces are in eV/Å.

Properties
**Maximum force**: 6.5 eV/Å
**Energy above the lowest of the compared OMol25 structures with the same formula, charge and spin**: 626.9 kJ/mol
**Orbital gap (alpha / beta)**: 4.48 / 4.46 eV
**Highest occupied orbital energy (alpha / beta)**: -5.13 / -5.13 eV
**Molar mass**: 459.968 g/mol
**Lowest unoccupied orbital energy (alpha / beta)**: -0.66 / -0.66 eV
**Spin multiplicity**: 1
**E**: -34261.760 eV

Mulliken atomic charge list, values in e, 5 entries: number 1, C, carries -1.849; number 2, C, carries -1.375; number 3, H, carries 0.305; number 4, H, carries 0.559; number 5, H, carries 0.479


C4H6FNaO4 | wB97M-V/def2-TZVPD

The geometry in XYZ format:
```
16
Properties=species:S:1:pos:R:3:forces:R:3
C 2.64167 1.98598 2.54639 -1.0951 -0.5418 0.0654
O 2.55253 2.07750 1.15370 -1.9159 -0.3533 -1.8771
H 3.65888 2.27067 2.87175 -0.4188 -0.0888 -0.2801
H 1.90345 2.63630 3.05637 0.2845 0.0591 -0.0128
H 2.42089 0.95921 2.90309 0.2801 0.2313 -0.0531
C -0.44924 0.10925 1.08017 -0.4322 0.7769 -5.2079
O 0.83183 0.25954 0.74944 2.7131 0.3438 -1.3995
C 1.07687 1.57740 0.22541 1.6727 1.1948 5.3242
C -0.13820 2.33009 0.79857 0.6044 0.0303 0.1029
O -0.93370 1.29257 1.39606 -1.5996 0.7161 1.0679
O -1.09172 -0.79690 0.57488 -0.0026 -0.4257 2.4390
F 0.37416 0.30396 -1.80262 -0.8560 -0.7221 -0.1565
H 1.53825 2.04676 -0.64444 -0.2172 -1.8526 -0.3850
H 0.11837 3.06078 1.57122 0.2593 -0.2775 -0.0672
H -0.70989 2.87474 0.04183 -0.1076 -0.5388 -0.0676
Na -1.07547 -1.96395 -1.77517 0.8309 1.4485 0.5073
```
Forces are in eV/Å.

Properties
**Maximum force**: 5.7 eV/Å
**Energy above the lowest of the compared OMol25 structures with the same formula, charge and spin**: 299.9 kJ/mol
**Orbital gap**: 7.76 eV
**Highest occupied orbital energy**: -8.91 eV
**Molar mass**: 160.076 g/mol
**Lowest unoccupied orbital energy**: -1.15 eV
**Spin multiplicity**: 1
**E**: -19566.189 eV

Mulliken atomic charge list, values in e, 5 entries: number 1, C, carries -0.580; number 2, O, carries -0.499; number 3, H, carries 0.256; number 4, H, carries 0.225; number 5, H, carries 0.216


C8H14 | wB97M-V/def2-TZVPD

The geometry in XYZ format:
```
22
Properties=species:S:1:pos:R:3:forces:R:3
C -3.57197 0.06309 -0.46480 0.9362 -1.9144 0.4701
C -2.18172 0.34800 -0.35921 -3.0924 2.5717 -0.6042
C -1.21243 -0.49334 -0.09136 3.3494 -2.3279 0.5666
C 1.02973 1.08457 -0.19740 -2.3958 -2.2514 0.7528
C 0.29750 -0.22510 0.12961 -0.2288 -0.4718 1.3816
C 2.27271 1.09236 -0.85715 4.8603 1.8962 -1.4542
C 0.32621 -0.42802 1.67663 -0.5759 2.5700 -0.6740
C 0.98308 -1.37418 -0.59447 0.0496 0.1156 -1.2213
H -4.35172 0.69691 -0.81123 -0.0848 0.7850 -0.1148
H -3.88674 -0.96957 -0.24644 0.1141 0.4864 -0.1576
H -1.97013 1.43080 -0.47069 0.3556 -0.7098 -0.0983
H -1.22818 -1.62096 0.12991 -1.2784 1.7590 -0.6389
H 0.42135 1.92208 -0.26880 -0.9303 1.6206 0.1078
H 2.71231 2.14742 -1.07491 -1.0883 -1.4290 0.5541
H 2.28473 0.64749 -1.85173 -0.3676 -0.2659 -0.3620
H 3.19368 0.59118 -0.40833 -1.3003 0.2950 0.1192
H 1.26957 -0.61880 2.12572 0.9339 0.0117 0.2931
H -0.36959 -1.15839 1.91729 -0.9322 -1.9314 0.6149
H -0.18451 0.47860 2.08037 0.8660 -0.3556 0.1333
H 0.52190 -1.24364 -1.63356 1.5024 -0.5394 0.8112
H 0.74233 -2.42633 -0.28893 0.1842 1.1007 0.1762
H 2.07336 -1.14105 -0.49901 -0.8768 -1.0153 -0.6557
```
Forces are in eV/Å.

Properties
**Maximum force**: 5.4 eV/Å
**Energy above the lowest of the compared OMol25 structures with the same formula, charge and spin**: 489.5 kJ/mol
**Orbital gap (alpha / beta)**: 7.70 / 8.02 eV
**Highest occupied orbital energy (alpha / beta)**: -7.64 / -7.49 eV
**Molar mass**: 110.200 g/mol
**Lowest unoccupied orbital energy (alpha / beta)**: 0.06 / 0.53 eV
**Spin multiplicity**: 1
**E**: -8518.007 eV

Mulliken atomic charge list, values in e, 5 entries: number 1, C, carries -1.130; number 2, C, carries 0.344; number 3, C, carries -0.852; number 4, C, carries -0.610; number 5, C, carries 1.882


C2H22O10 | wB97M-V/def2-TZVPD

The geometry in XYZ format:
```
34
Properties=species:S:1:pos:R:3:forces:R:3
O -16.08189 0.85282 -12.95798 -1.6317 -1.6029 -0.0891
C -15.51350 2.07953 -13.00610 2.7336 1.5450 -1.3681
C -14.04379 1.97800 -12.57930 0.7030 1.1186 0.6138
O -13.20311 3.03897 -13.06788 -0.7167 0.8820 0.8232
H -16.13880 0.54371 -12.04949 0.2238 -0.1981 0.4070
H -15.44163 2.42137 -14.07890 -0.6744 -0.1740 1.0047
H -15.99732 2.79942 -12.37260 -0.4930 0.5967 0.0698
H -13.49881 1.16979 -12.97626 -0.4529 -2.0636 -0.3350
H -13.92610 1.90638 -11.49066 -0.0751 0.2522 -0.1843
H -12.87673 2.71210 -13.89504 0.3002 0.1713 -0.6242
O -13.44480 -4.23728 -13.25775 1.4638 -0.0855 -0.3681
H -12.76015 -4.31797 -12.56520 -0.4520 -0.3993 -0.1478
H -12.89084 -3.86779 -13.98446 -0.7489 -0.5355 0.1665
O -15.68075 -0.27777 -10.51528 -0.1229 0.7536 -0.2314
H -16.22359 -1.04240 -10.38132 -0.4348 -0.8673 0.0952
H -14.86905 -0.45112 -10.05077 0.6258 -0.0476 0.3310
O -13.93035 -3.23549 -10.11036 -0.3762 1.0972 0.5210
H -13.80726 -2.79983 -10.96927 0.2686 -0.4705 0.2890
H -13.72673 -4.15926 -10.11012 0.1813 -0.6122 -0.4114
O -13.49617 -1.80662 -12.54568 -0.8774 -0.3977 0.2892
H -13.67740 -2.74936 -12.78745 0.6795 0.3284 -0.3675
H -14.43619 -1.61556 -12.39855 -0.2888 1.1157 -0.0288
O -16.41234 -2.62190 -12.23638 -0.5220 1.5404 0.1258
H -16.25734 -3.50263 -12.52642 0.0872 -1.1825 -0.4391
H -17.07284 -2.23973 -12.84562 0.5413 -0.2772 0.2358
O -15.50550 -0.27232 -15.27885 0.7776 -0.3426 -0.5126
H -15.68237 0.10816 -14.42057 -0.7268 0.1623 0.5468
H -14.53404 -0.39449 -15.19633 -0.7260 -0.1983 -0.5171
O -12.01209 0.16929 -11.07472 2.0382 -0.8639 0.4690
H -12.44076 -0.52441 -11.60492 0.2030 -0.0073 0.2167
H -11.09828 -0.19972 -10.82772 -2.1976 0.7783 -0.5773
O -12.88687 -0.59276 -15.12368 1.1474 1.2742 -0.5646
H -12.55753 -0.89894 -14.28890 -0.0967 -0.7167 1.0381
H -12.49727 0.30549 -15.13581 -0.3603 -0.5731 -0.4764
```
Forces are in eV/Å.

Properties
**Maximum force**: 3.4 eV/Å
**Energy above the lowest of the compared OMol25 structures with the same formula, charge and spin**: 115.1 kJ/mol
**Orbital gap**: 9.32 eV
**Highest occupied orbital energy**: -9.62 eV
**Molar mass**: 206.188 g/mol
**Lowest unoccupied orbital energy**: -0.30 eV
**Spin multiplicity**: 1
**E**: -22905.204 eV

Mulliken atomic charge list, values in e, 5 entries: number 1, O, carries -0.545; number 2, C, carries -0.312; number 3, C, carries 0.120; number 4, O, carries -0.563; number 5, H, carries 0.334


ClIO | wB97M-V/def2-TZVPD

The geometry in XYZ format:
```
3
Properties=species:S:1:pos:R:3:forces:R:3
O 0.15023 -0.12686 0.55525 -1.6855 2.3147 -2.0916
Cl -0.63466 0.76066 -1.30394 1.0631 -1.2283 2.3924
I 1.08018 -1.71653 0.26331 0.6224 -1.0864 -0.3008
```
Forces are in eV/Å.

Properties
**Maximum force**: 3.5 eV/Å
**Energy above the lowest of the compared OMol25 structures with the same formula, charge and spin**: 55.8 kJ/mol
**Orbital gap (alpha / beta)**: 6.60 / 6.60 eV
**Highest occupied orbital energy (alpha / beta)**: -10.05 / -10.05 eV
**Molar mass**: 178.356 g/mol
**Lowest unoccupied orbital energy (alpha / beta)**: -3.45 / -3.45 eV
**Spin multiplicity**: 1
**E**: -22666.320 eV

Population analysis type Mulliken, resulting atomic charges in e: number 1, O, carries -0.425; number 2, Cl, carries -0.005; number 3, I, carries 0.430


C41H29N7O4S2Sn | wB97M-V/def2-TZVPD

The geometry in XYZ format:
```
84
Properties=species:S:1:pos:R:3:forces:R:3
Sn 1.32549 1.76788 0.20717 0.0251 -0.1060 0.0816
C 4.04000 -3.84426 1.36205 -0.0235 0.0192 -0.0450
O 3.53418 -3.99369 0.02230 0.0386 0.0316 0.1958
C 3.09820 -2.73814 -0.32482 -0.1092 -0.0150 -0.4066
N 3.35798 -1.76868 0.43361 0.1032 -0.1814 0.1174
C 4.11638 -2.31502 1.56587 0.0163 0.0779 0.0062
C 3.58151 -1.86697 2.90342 -0.0115 0.0048 -0.0103
C 2.30695 -1.32502 3.00520 -0.0631 0.0302 0.0681
C 1.81751 -0.93668 4.24686 0.0057 0.0271 -0.0008
C 2.58958 -1.09827 5.38897 0.0153 -0.0331 -0.0378
C 3.86295 -1.64773 5.28995 -0.0292 0.0017 -0.0411
C 4.35765 -2.02431 4.04913 -0.0068 0.0143 0.0111
C 2.38793 -2.69239 -1.63239 0.0959 0.0483 0.1886
C 2.58402 -3.71578 -2.55282 0.0242 -0.0606 -0.0621
C 1.93188 -3.62690 -3.77073 0.0138 0.0064 0.0035
C 1.09695 -2.54980 -4.00518 -0.0032 -0.0812 0.0172
C 0.94784 -1.59618 -2.99956 -0.1203 0.1132 -0.0525
N 1.59223 -1.65441 -1.84241 0.1014 0.0677 -0.0856
C -0.01334 -0.47479 -3.19363 0.4399 -0.8095 -0.5032
N -0.33990 0.38056 -2.34757 -0.1377 0.5491 0.2395
C -1.40099 1.21218 -2.94557 0.0143 0.0147 -0.1339
C -1.58372 0.59726 -4.36323 0.1938 -0.1444 0.0982
O -0.60584 -0.47879 -4.42949 -0.2355 0.3453 0.0598
C -2.66365 1.21437 -2.14011 -0.0870 0.1041 0.0888
C -2.97134 -0.00062 -1.35912 -0.3816 -0.0423 0.0092
C -4.40973 -0.03114 -0.97319 0.1766 0.0136 0.0134
C -5.23390 1.05922 -1.10350 0.0925 -0.0071 0.2468
C -4.82075 2.26988 -1.67951 0.1414 -0.0820 -0.0167
C -3.52337 2.27938 -2.21627 -0.0266 0.1582 0.0743
H 5.00263 -4.34788 1.43035 0.0129 -0.0128 -0.0132
H 3.33403 -4.30680 2.05294 -0.0398 -0.0113 0.0208
H 5.15048 -1.96873 1.47192 0.0123 0.0299 -0.0107
H 1.69971 -1.18850 2.11873 -0.0300 0.0220 -0.0492
H 0.83383 -0.48593 4.30478 0.0368 -0.0115 -0.0015
H 2.20850 -0.78358 6.35284 -0.0013 0.0004 -0.0051
H 4.47635 -1.76557 6.17564 -0.0021 0.0053 -0.0089
H 5.36429 -2.42562 3.96667 -0.0314 0.0071 0.0050
H 3.23622 -4.54420 -2.31196 -0.0374 0.0302 -0.0082
H 2.07064 -4.39079 -4.52616 -0.0177 -0.0015 0.0144
H 0.54914 -2.43987 -4.92886 0.0113 -0.0038 -0.0016
H -1.02026 2.22924 -3.01733 0.0649 0.1817 -0.0212
H -1.38093 1.30417 -5.16805 0.0505 -0.0354 -0.0066
H -2.57670 0.16924 -4.48975 -0.0287 -0.0444 0.0162
H -2.64685 -0.87018 -1.92576 0.0313 -0.4120 -0.0190
H -4.77546 -0.90917 -0.44879 -0.0632 -0.0194 -0.0999
H -6.24694 0.97908 -0.71510 -0.0103 -0.0337 -0.0242
H -5.47886 3.12375 -1.76214 0.0069 -0.0070 -0.0014
H -3.17777 3.16736 -2.74534 0.0052 -0.0308 -0.0040
O 0.40731 2.49608 1.96431 -0.3859 0.3101 0.1281
C -0.59357 3.35813 2.00724 0.3976 0.0431 0.2036
C -0.41793 4.57581 2.70102 0.0927 -0.0626 -0.0412
C -1.41461 5.52613 2.77715 -0.1203 -0.0285 -0.0730
C -2.66008 5.30482 2.17767 0.2238 -0.0411 0.0636
C -2.85663 4.11037 1.51501 -0.0268 0.0711 0.0539
C -1.85583 3.13780 1.41803 -0.1088 0.0785 -0.0647
C -2.23101 1.90985 0.74055 -0.2687 -0.0934 0.0213
N -1.40949 0.97872 0.46858 0.1803 -0.2696 -0.2367
N -1.96632 -0.16973 -0.10486 -0.0514 0.0669 0.0734
C -1.14091 -1.24014 0.06856 -0.0454 -0.1775 -0.0151
O -0.05379 -1.15259 0.62028 -0.0043 -0.0755 0.3538
C -1.56917 -2.67988 -0.30554 0.0035 0.1854 -0.1232
C -0.57894 -3.62858 -0.04250 0.1189 -0.0970 -0.1482
C -0.78025 -4.98130 -0.26702 0.0175 0.0215 0.0139
C -1.99567 -5.43296 -0.76146 0.0246 -0.0039 0.0231
C -2.99357 -4.51047 -1.02557 -0.0181 0.0554 -0.0052
C -2.78868 -3.15275 -0.80137 0.1800 0.0676 0.1444
H 0.55903 4.74524 3.13856 -0.0142 0.0275 0.0062
H -1.22089 6.46138 3.29163 0.0076 -0.0118 0.0093
H -3.44333 6.05087 2.22192 0.0080 0.0089 0.0043
H -3.80794 3.90058 1.03641 -0.0023 -0.0071 -0.0218
H -3.29394 1.80048 0.53304 -0.1005 -0.0041 -0.0809
H 0.36656 -3.26310 0.33710 -0.0792 -0.0201 0.0439
H 0.01672 -5.68342 -0.05054 0.0095 0.0088 -0.0085
H -2.16570 -6.49043 -0.92842 0.0104 0.0088 -0.0223
H -3.95194 -4.84067 -1.40915 -0.0008 0.0106 0.0110
H -3.61131 -2.49498 -1.00243 -0.1254 0.3133 -0.0377
S 3.49875 3.33400 0.70472 -0.0025 -0.0020 0.0431
C 2.93598 4.91342 0.26033 0.3610 0.1036 0.1999
C 3.79548 6.01896 0.62890 -0.2450 -0.2822 -0.0774
N 4.50839 6.86986 0.93710 0.0374 0.0393 0.0065
C 1.79319 5.16627 -0.42254 -0.2916 0.3554 -0.1924
S 0.64813 3.97763 -0.98884 -0.0837 -0.0423 -0.2105
C 1.47318 6.53004 -0.77612 0.0987 -0.3240 0.0456
N 1.21403 7.60738 -1.09182 -0.0292 0.0487 0.0045
```
Forces are in eV/Å.

Properties
**Maximum force**: 1.0 eV/Å
**Orbital gap**: 4.92 eV
**Highest occupied orbital energy**: -1.15 eV
**Net charge**: -2
**Molar mass**: 866.573 g/mol
**Lowest unoccupied orbital energy**: 3.78 eV
**Spin multiplicity**: 1
**E**: -89111.226 eV

Mulliken atomic charge list, values in e, 5 entries: number 1, Sn, carries 0.816; number 2, C, carries -0.767; number 3, O, carries -0.418; number 4, C, carries -0.017; number 5, N, carries -0.374